Here is an isolated molecule of C5H9F from the Open Molecules 2025 dataset. Energies are from ωB97M-V with the def2-TZVPD basis set.

ORCA input file:
```
! wB97M-V def2-TZVPD RIJCOSX def2/J DEFGRID3
* xyz 0 1
H 1.80726 1.28451 0.16619
H -0.63776 -2.56979 -0.62467
H -1.88335 -1.31406 -0.22391
H 0.89676 -0.21535 1.82064
C 0.88447 1.73832 -0.21007
H -0.93345 -0.49748 1.90190
H 0.80926 2.69444 0.35328
F 1.34030 -1.05469 -0.47160
H -1.20955 1.02136 -0.27039
H -1.00026 -1.28086 -1.78277
H 1.02907 1.97425 -1.23858
C -0.05199 -0.26572 1.31277
C -0.93840 -1.52994 -0.74279
C 0.07522 -0.71177 -0.07679
C -0.18759 0.72678 0.08679
*
```

Values from the calculation:
* F_max: 2.11 eV/Å
* E_tot: -8047.4608 eV
* energy above the lowest of the compared OMol25 structures with the same formula, charge and spin: 13.4 kcal per mole

Here is an isolated molecule of C5H9F2NO2 from the Open Molecules 2025 dataset. Energies are from ωB97M-V with the def2-TZVPD basis set.

ORCA input file:
```
! wB97M-V def2-TZVPD RIJCOSX def2/J DEFGRID3
* xyz 0 1
F -0.10073 2.20419 0.43402
H -2.49949 0.38551 0.09129
C 1.98460 1.04821 0.37899
F 0.70887 1.46542 -1.48611
H -1.58829 -0.83435 1.56009
H -1.87278 0.72286 -1.37011
H 2.46395 0.08557 0.03200
C 0.55186 1.14482 -0.13040
C -0.48406 -0.18487 -0.16778
O -0.97961 -2.07602 -1.62570
H 0.11424 -1.72021 1.49603
C -0.44182 -0.73295 1.30849
H -1.75952 -1.60920 -1.21984
O 1.16069 -1.75771 -1.07694
C 0.00613 -1.41303 -0.96861
H 2.22496 1.25435 1.43847
H 2.42908 1.87909 -0.17619
N -1.80752 0.11826 -0.54808
H -0.11055 0.02006 2.03038
*
```

Values from the calculation:
* F_max: 3.68 eV/Å
* E_tot: -16350.9678 eV
* energy above the lowest of the compared OMol25 structures with the same formula, charge and spin: 0.0 kcal per mole

Here is an isolated molecule of C5H9F2O3P from the Open Molecules 2025 dataset. Energies are from ωB97M-V with the def2-TZVPD basis set.

ORCA input file:
```
! wB97M-V def2-TZVPD RIJCOSX def2/J DEFGRID3
* xyz 0 3
H -1.52834 -0.15380 2.33971
O -0.43020 1.97267 -1.67363
F -2.20458 -3.07858 -0.31049
H 1.78912 -0.51722 0.80723
C 0.24583 3.20208 -1.82160
H -1.04844 -1.85751 2.45784
H 0.29297 3.46331 -2.89639
H -0.36265 3.83225 -1.06411
C -0.89211 -2.77072 -0.52138
H 0.23500 -0.47759 2.42011
C -0.23810 1.36098 -0.53407
C -0.78929 -0.89859 2.02564
O -0.82865 0.13111 -0.65673
H 1.31816 3.29017 -1.54322
P -0.36265 -1.23172 0.29310
H 1.65848 -2.31878 0.29471
O 0.37193 1.71057 0.44565
F -0.25549 -3.56541 0.52537
C 1.42154 -1.22335 0.17216
H 1.60748 -0.86986 -0.75992
*
```

Values from the calculation:
* F_max: 4.33 eV/Å
* E_tot: -26191.0190 eV

Here is a structure of composition C5H9F2O4SSi from the Open Molecules 2025 dataset. Energies are from ωB97M-V with the def2-TZVPD basis set.

ORCA input file:
```
! wB97M-V def2-TZVPD RIJCOSX def2/J DEFGRID3
* xyz 1 1
C -1.68580 1.38000 1.11956
H -0.61822 -2.37350 0.63356
C 2.94416 0.52868 -0.06235
H -0.89995 1.38600 -1.98388
C -1.23928 0.27743 -1.78447
H -2.12984 -2.61522 -0.16408
H -2.18159 0.39210 -2.28723
S 2.06149 -1.18829 0.10788
H -0.93041 2.14316 1.01864
O 2.06574 -1.87008 1.33899
H -2.60447 1.90886 1.08179
O 1.64108 -1.73616 -1.12121
Si -1.42924 -0.08614 0.01690
O 1.23714 2.24236 -0.22336
O 0.79916 0.13439 0.37892
C -1.67460 -1.86553 0.67020
H -1.34257 1.00436 2.07522
F 3.49513 0.61735 1.15591
F 3.77148 0.66928 -1.09521
H -2.25379 -1.86646 1.57328
H -0.58625 -0.24107 -2.43920
C 1.56063 1.15848 -0.00986
*
```

Values from the calculation:
* F_max: 4.21 eV/Å
* E_tot: -37659.1069 eV
* energy above the lowest of the compared OMol25 structures with the same formula, charge and spin: 41.9 kcal per mole

Here is a cluster of 2 separate species, C5H9F4NO in total from the Open Molecules 2025 dataset. Energies are from ωB97M-V with the def2-TZVPD basis set.

ORCA input file:
```
! wB97M-V def2-TZVPD RIJCOSX def2/J DEFGRID3
* xyz 0 1
H 0.64444 0.09774 -2.57786
H 0.20742 -1.22857 -1.44965
H 1.59346 -0.24826 0.94312
H -2.02914 -2.56048 1.93884
H 0.58985 1.92770 -2.17794
F -2.24261 -0.14078 0.46987
H 0.31164 2.15358 0.93941
N 0.85612 0.65295 -0.72335
H 1.94581 -0.85009 -1.72465
C 1.07495 0.64278 0.58615
C 0.30869 1.82833 -1.20532
C -1.12216 -0.59262 1.24952
F -1.13115 -2.65525 0.13621
H -0.90829 1.76451 -1.30254
O 0.88087 1.56940 1.42037
F -1.21751 0.04977 2.46262
H 0.57736 2.71819 -0.76290
C 0.92651 -0.46769 -1.66762
F -0.05221 -2.54615 2.04742
C -1.21406 -2.11506 1.39830
*
```

Values from the calculation:
* F_max: 6.60 eV/Å
* E_tot: -19734.4026 eV
* energy above the lowest of the compared OMol25 structures with the same formula, charge and spin: 84.1 kcal per mole

Here is an isolated molecule of C5H9FN2 from the Open Molecules 2025 dataset. Energies are from ωB97M-V with the def2-TZVPD basis set.

ORCA input file:
```
! wB97M-V def2-TZVPD RIJCOSX def2/J DEFGRID3
* xyz 0 1
N 1.35244 -0.01774 -0.37372
H -2.20798 1.96042 -0.78277
C -0.63616 0.70114 -0.10894
H -1.44034 2.60983 0.45638
H 0.92344 -2.15803 -0.73989
H -2.43593 1.18397 1.02484
H -1.13964 -0.91588 -1.36826
N 0.62024 1.04660 -0.27625
H 0.76810 -1.46250 1.03565
C 0.59956 -1.38835 -0.02516
F -1.87403 -1.28830 0.31717
H 2.95385 1.29070 0.20262
C -0.78288 -0.74516 -0.29770
H 3.41297 -0.36086 -0.16600
H 2.42195 0.09456 1.47558
C -1.78937 1.50344 0.13732
C 2.57570 0.28736 0.38732
*
```

Values from the calculation:
* F_max: 5.66 eV/Å
* E_tot: -11025.5350 eV
* energy above the lowest of the compared OMol25 structures with the same formula, charge and spin: 68.7 kcal per mole

Here is a cluster of 2 separate species, C5H9FO in total from the Open Molecules 2025 dataset. Energies are from ωB97M-V with the def2-TZVPD basis set.

ORCA input file:
```
! wB97M-V def2-TZVPD RIJCOSX def2/J DEFGRID3
* xyz 0 1
H -2.05856 2.16609 0.97565
H 2.88754 0.45915 1.08682
H -0.64647 -2.20147 -1.46047
H -2.02835 2.08263 -0.79592
H 2.99312 -1.26111 0.67743
C -0.74395 -1.89910 -0.37136
C -2.08761 0.27375 -0.05495
H 1.31669 0.68586 -0.16664
C 2.81715 -0.30095 0.32670
C -1.48073 -0.82943 -0.26544
H -0.53383 -2.70345 0.33866
C -1.60917 1.65709 0.15293
H 3.56912 -0.01626 -0.42133
H -0.44052 1.72984 0.34052
O 1.53422 -0.17823 -0.32653
F -3.48864 0.33559 -0.03606
*
```

Values from the calculation:
* F_max: 3.70 eV/Å
* E_tot: -10092.3971 eV
* energy above the lowest of the compared OMol25 structures with the same formula, charge and spin: 78.3 kcal per mole

Here is an isolated molecule of C5H9FSi from the Open Molecules 2025 dataset. Energies are from ωB97M-V with the def2-TZVPD basis set.

ORCA input file:
```
! wB97M-V def2-TZVPD RIJCOSX def2/J DEFGRID3
* xyz 0 3
F -0.20442 -3.33442 0.55635
H 0.98806 1.37423 0.40665
C 1.23412 0.03800 -1.24571
C 0.34111 1.04725 -0.49393
C -1.05176 0.46568 -0.08064
H -0.79636 0.10601 2.19698
H -1.91849 -1.13454 1.16846
H 0.28413 1.80033 -1.18864
H 1.12352 -2.00768 1.97105
Si 0.43185 -1.76964 0.78263
H 1.69789 0.54994 -2.01439
H -1.58898 1.37689 0.14610
C 1.34536 -1.21372 -0.81786
H 2.02971 -1.79912 -1.40493
C -1.02954 -0.39657 1.17608
H -1.33684 -0.10340 -0.98475
*
```

Values from the calculation:
* F_max: 3.63 eV/Å
* E_tot: -15920.6806 eV
* energy above the lowest of the compared OMol25 structures with the same formula, charge and spin: 26.2 kcal per mole

Here is a structure of composition C5H9Hg2O3 from the Open Molecules 2025 dataset. Energies are from ωB97M-V with the def2-TZVPD basis set.

ORCA input file:
```
! wB97M-V def2-TZVPD RIJCOSX def2/J DEFGRID3
* xyz 3 1
H 3.67892 -1.60708 -0.01228
O 0.88971 1.48398 -0.47896
H -2.96484 0.01363 0.01278
H 2.94213 -1.72790 1.48593
Hg -0.38885 3.54340 -0.37912
H -4.16623 1.07554 -0.84471
H 1.73724 -2.10757 -1.17432
C 2.75934 -1.31400 0.49427
C 1.48577 -1.91666 -0.13105
C 0.47416 -0.82904 0.13151
H 0.07990 -0.77853 1.14645
H -2.64336 0.75689 -1.55118
O -2.42827 1.98987 -0.00138
H -0.37534 -0.88200 -0.54940
C 1.33964 0.39200 0.00805
O 2.52420 0.09500 0.47400
C -3.12058 0.91259 -0.58365
Hg -3.14075 3.75981 1.56468
H 1.31726 -2.85996 0.38845
*
```

Values from the calculation:
* F_max: 2.83 eV/Å
* E_tot: -19782.5591 eV

Here is a structure of composition C5H9HgO3 from the Open Molecules 2025 dataset. Energies are from ωB97M-V with the def2-TZVPD basis set.

ORCA input file:
```
! wB97M-V def2-TZVPD RIJCOSX def2/J DEFGRID3
* xyz 2 2
O -0.28947 -0.40415 -1.11312
H 1.54392 0.26513 -2.65214
H -0.49913 1.78781 3.66626
H 1.24831 -1.58322 -0.46409
H -0.40114 3.10099 2.52474
H 1.54741 -1.33489 -3.45945
C -0.08456 2.05219 2.67630
O -0.16262 0.47422 0.94662
C 0.77261 -1.36213 -1.44977
O -1.92962 -0.82983 0.32214
C -0.86247 -0.36897 0.02426
H 0.21078 -2.23794 -1.78590
C 1.69043 -0.81216 -2.50535
C -0.79790 1.26981 1.70253
H 2.72304 -0.98179 -2.17121
H -1.89022 1.30970 1.59291
H 0.99927 1.92753 2.62377
Hg -3.81863 -2.27231 -0.47850
*
```

Values from the calculation:
* F_max: 1.92 eV/Å
* E_tot: -15627.7697 eV
* energy above the lowest of the compared OMol25 structures with the same formula, charge and spin: 0.0 kcal per mole

Here is the ion C5H9I2N2S with charge +1 from the Open Molecules 2025 dataset. Energies are from ωB97M-V with the def2-TZVPD basis set.

ORCA input file:
```
! wB97M-V def2-TZVPD RIJCOSX def2/J DEFGRID3
* xyz 1 1
H -0.55349 -2.58850 1.40298
I 0.70178 3.72214 2.21137
S 0.62309 0.48203 2.83780
H -0.21355 2.22957 -1.36367
C -0.30824 1.44825 0.46759
N -0.28911 -0.06414 0.35969
C 0.32058 1.81286 1.75337
H -1.92183 1.86901 -0.83256
N 0.11437 -1.96527 1.96180
C 0.87811 -0.58181 -0.41431
H 1.30018 0.00346 -1.24486
H 0.54415 -1.52331 -0.82122
H 0.46086 -2.14361 2.84366
C -0.92246 2.27144 -0.56280
I -2.65197 -0.28011 2.08961
C -0.33112 -0.58794 1.76544
H 1.61735 -0.86816 0.34474
H -1.13437 -0.33467 -0.20096
H -1.13743 3.23852 -0.23444
*
```

Values from the calculation:
* F_max: 7.09 eV/Å
* E_tot: -35338.8824 eV
* energy above the lowest of the compared OMol25 structures with the same formula, charge and spin: 34.7 kcal per mole

Here is a structure of composition C5H9IN from the Open Molecules 2025 dataset. Energies are from ωB97M-V with the def2-TZVPD basis set.

ORCA input file:
```
! wB97M-V def2-TZVPD RIJCOSX def2/J DEFGRID3
* xyz 1 1
H 1.22437 -1.54396 -0.51903
C -0.44060 -0.08039 -0.16773
I 2.85017 -1.52551 1.03657
N -2.15232 -1.66439 0.58962
H -1.14843 0.41648 -0.95473
H 1.07498 0.32248 1.13763
C -2.52819 -2.73661 0.38230
C 0.21417 -1.19263 -0.85212
C -1.50106 -0.44072 0.87905
H 1.30210 1.27908 -0.25782
H 0.06288 1.74018 1.01087
H -1.17642 -0.48150 1.92737
H 0.41937 -1.10642 -1.90551
C 0.49791 0.97817 0.50329
H -2.23065 0.35125 0.92112
H -0.41479 -2.05228 -0.89198
*
```

Values from the calculation:
* F_max: 5.98 eV/Å
* E_tot: -14908.9203 eV
* energy above the lowest of the compared OMol25 structures with the same formula, charge and spin: 123.4 kcal per mole

- Among the records above, which one has the lowest E_tot?
  C5H9F2O4SSi

- Among the records above, which one has the lowest E_tot?
  C5H9F2O4SSi